No. 1
Entry from the OMol25 dataset: 2 unconnected molecules or ions with the total composition Br2FOP (ωB97M-V/def2-TZVPD).

Each line ends with the Löwdin charge.
Atoms and positions in Å:
O (-1.5405, -0.4801, 2.1589)  -0.5639
P (-0.9297, 0.3885, 1.1253)  0.4525
Br (-1.4715, -0.5199, -0.9025)  0.0959
F (1.8698, 0.7415, -1.9675)  -0.6497
Br (2.0720, -0.1300, -0.4142)  0.6652

Atomic forces in eV per Å
O 0.741 0.962 -0.913
P -1.026 -1.228 0.484
Br 0.009 0.304 0.393
F 0.037 -0.509 0.929
Br 0.240 0.470 -0.893

Output
Multiplicity = 1
Calculated total energy = -5664.45315 Eh
Total charge = 0
Largest force on an atom = 0.0325 Eh/bohr


No. 2
Entry from the OMol25 dataset: 2 unconnected molecules or ions with the total composition Br2H2O2P (ωB97M-V/def2-TZVPD).

Each line ends with the Löwdin charge.
Atoms and positions in Å:
O (-0.5882, 0.9609, 1.2014)  -0.1268
O (0.3073, 0.4495, -2.3200)  -0.2880
P (0.4786, -0.4980, -1.2703)  0.1407
Br (2.0867, -0.7415, 0.0725)  0.6219
Br (-0.7968, -2.3585, -1.1680)  0.5079
H (-1.4073, 1.4111, 1.4243)  0.0535
H (-0.0804, 0.7764, 2.0601)  0.0909

Atomic forces in eV per Å
O 1.595 -0.899 1.136
O 0.014 0.831 -0.445
P -1.072 -3.013 1.384
Br -0.297 0.331 -0.458
Br 1.226 2.102 -0.085
H -0.041 0.053 0.221
H -1.425 0.595 -1.753

Output
Multiplicity = 1
Calculated total energy = -5640.77780 Eh
Total charge = +1
Largest force on an atom = 0.0678 Eh/bohr


No. 3
Entry from the OMol25 dataset: a molecular structure, Br2H8O4Pt (ωB97M-V/def2-TZVPD).

Each line ends with the Löwdin charge.
Atoms and positions in Å:
Pt (-0.0851, 0.1212, 0.7383)  0.5337
Br (-2.1916, -0.7161, 1.9872)  -0.2157
Br (1.3442, 1.1150, 2.6219)  -0.2114
O (1.6178, 0.5891, -0.7767)  -0.1470
H (1.3055, 0.5537, -1.6847)  0.0527
H (2.5760, 0.6514, -0.8160)  0.0724
O (0.9972, -1.9378, 0.9397)  -0.1621
H (1.2767, -2.5238, 0.2333)  0.0617
H (0.9085, -2.4658, 1.7378)  0.0651
O (-1.1810, -0.7917, -1.2040)  -0.1507
H (-1.7684, -1.5471, -1.2983)  0.0606
H (-1.2281, -0.3031, -2.0298)  0.0541
O (-1.0337, 2.0938, -0.0417)  -0.1482
H (-1.9702, 2.2466, -0.1893)  0.0668
H (-0.5678, 2.9145, -0.2179)  0.0680

Atomic forces in eV per Å
Pt -0.420 -0.273 1.385
Br 0.383 0.159 -0.341
Br -0.170 -0.095 -0.424
O 0.025 0.137 -0.640
H 0.099 -0.013 -0.100
H 0.158 0.023 0.341
O 0.244 -0.103 -0.002
H -0.052 -0.052 -0.117
H -0.148 0.070 0.185
O 0.256 0.020 -0.533
H -0.163 -0.069 0.314
H -0.141 0.050 -0.074
O -0.033 0.114 -0.391
H -0.173 -0.074 0.208
H 0.134 0.107 0.187

Output
Multiplicity = 3
Calculated total energy = -5573.07794 Eh
Total charge = 0
Largest force on an atom = 0.0286 Eh/bohr


No. 4
Entry from the OMol25 dataset: 2 unconnected molecules or ions with the total composition Br2O3S (ωB97M-V/def2-TZVPD).

Each line ends with the Löwdin charge.
Atoms and positions in Å:
O (1.5616, 0.7727, -0.9251)  -0.4210
O (0.9466, 0.1530, 1.3893)  -0.4272
O (-1.5417, -1.2530, -0.4663)  -0.8801
S (0.8415, -0.0677, -0.0302)  0.7710
Br (-2.6639, -0.2051, 0.1228)  0.7049
Br (-1.7328, 1.8147, -0.1199)  0.2524

Atomic forces in eV per Å
O 0.361 0.593 -0.205
O -0.032 0.122 -0.522
O 0.033 -0.826 -0.286
S 0.530 -0.781 0.749
Br -1.181 -0.916 0.419
Br 0.289 1.807 -0.155

Output
Multiplicity = 1
Calculated total energy = -5771.78548 Eh
Total charge = 0
Largest force on an atom = 0.0357 Eh/bohr


Question: Among the records above, which one has the highest total charge?
Answer: Br2H2O2P


Question: Number 3 is which compound?
Answer: Br2H8O4Pt


Question: What is the formula in the second record?
Answer: Br2H2O2P